1.
Below is 2 unconnected molecules or ions with the total composition C9H14O in a non-equilibrium geometry, with properties calculated with ωB97M-V with the def2-TZVPD basis set.

The geometry in XYZ format:
```
24
Properties=species:S:1:pos:R:3:mulliken_charge:R:1
C -0.302 0.587 -2.975 -1.47
C -0.683 0.161 -1.597 0.59
C -1.838 0.622 -0.968 -0.45
C -2.103 0.431 0.374 -0.57
C -1.223 -0.351 1.129 0.66
O -1.519 -0.481 2.457 -0.58
C -0.168 -0.975 0.491 -0.57
C 0.059 -0.762 -0.857 -0.74
H -1.180 0.858 -3.557 0.42
H 0.326 -0.129 -3.489 0.35
H 0.377 1.449 -2.965 0.28
H -2.499 1.259 -1.546 0.32
H -3.053 0.725 0.803 0.39
H -0.759 -0.806 2.958 0.32
H 0.605 -1.566 0.971 0.55
H 0.892 -1.230 -1.369 0.45
C 3.226 0.323 0.034 -0.67
C 2.897 0.257 1.511 -0.84
H 3.943 1.045 -0.312 0.39
H 3.609 -0.621 -0.366 0.28
H 2.379 0.405 -0.651 0.06
H 3.420 1.079 2.002 0.34
H 3.368 -0.594 2.012 0.26
H 1.836 0.263 1.736 0.22
```

Calculated values
2S+1 = 1
Total charge = 0
Structure (SMILES) = Cc1ccc(O)cc1.CC
Molecular weight = 138.2 g/mol
ΔE to the lowest compared entry with this formula, charge and spin = 58.79 kJ/mol
LUMO level = 0.0316 Eh

2.
Below is C8H14 in the gas phase in a non-equilibrium geometry, with properties calculated with ωB97M-V with the def2-TZVPD basis set.

The geometry in XYZ format:
```
22
Properties=species:S:1:pos:R:3:mulliken_charge:R:1
C 2.144 1.414 1.256 -1.12
C 0.971 1.225 0.648 0.79
C 0.511 2.385 -0.214 -1.36
C 0.274 -0.095 0.663 0.59
C 1.039 -1.176 0.838 -1.00
C -1.192 -0.064 0.243 -0.92
C -1.384 -0.721 -1.160 -0.31
C -1.362 -2.240 -1.041 -1.14
H 2.541 0.619 1.887 0.31
H 2.796 2.276 1.271 0.32
H 0.890 3.264 0.310 0.40
H -0.566 2.574 -0.213 0.33
H 0.732 2.309 -1.281 0.26
H 2.120 -1.292 0.790 0.28
H 0.741 -2.162 1.174 0.33
H -1.531 0.964 0.213 0.24
H -1.809 -0.581 0.985 0.44
H -0.610 -0.459 -1.891 0.30
H -2.347 -0.362 -1.533 0.32
H -1.503 -2.710 -2.009 0.36
H -2.059 -2.574 -0.263 0.31
H -0.394 -2.592 -0.673 0.25
```

Calculated values
2S+1 = 1
Total charge = 0
Structure (SMILES) = C=C(C)C(=C)CCC
Molecular weight = 110.2 g/mol
ΔE to the lowest compared entry with this formula, charge and spin = 184.75 kJ/mol
LUMO level = 0.0362 Eh

3.
Below is 2 unconnected molecules or ions with the total composition C4H4N2O3S in a non-equilibrium geometry, with properties calculated with ωB97M-V with the def2-TZVPD basis set.

The geometry in XYZ format:
```
14
Properties=species:S:1:pos:R:3:mulliken_charge:R:1
C -0.750 0.369 -1.108 -0.19
C 0.338 0.862 -1.669 -0.33
C -0.881 0.205 0.316 0.39
C 0.354 0.634 1.040 0.07
N -1.941 -0.268 0.797 -0.68
N 1.392 1.175 0.429 -0.43
O 1.467 -1.600 1.660 -0.46
O 0.846 -1.858 -0.701 -0.41
O 1.425 1.275 -0.850 -0.09
S 0.465 -1.994 0.683 0.70
H -1.513 0.013 -1.727 0.42
H 0.395 0.953 -2.757 0.40
H 0.246 0.623 2.159 0.37
H -1.843 -0.389 1.727 0.25
```

Calculated values
2S+1 = 3
Total charge = 0
Molecular weight = 160.2 g/mol
ΔE to the lowest compared entry with this formula, charge and spin = 19.54 kJ/mol
LUMO level (spin up / spin down) = -0.0198 / -0.1358 Eh

4.
Below is C2H3Cl3OSi in the gas phase in a non-equilibrium geometry, with properties calculated with ωB97M-V with the def2-TZVPD basis set.

The geometry in XYZ format:
```
10
Properties=species:S:1:pos:R:3:mulliken_charge:R:1
Cl -2.299 -1.245 1.881 -0.21
Si -1.473 -0.049 0.416 0.79
Cl -1.192 1.956 0.825 -0.25
Cl -2.563 -0.343 -1.230 -0.22
C 0.314 -0.427 -0.143 -0.17
C 1.532 0.398 -0.446 -0.32
O 1.403 -0.279 0.760 -0.38
H 0.342 -1.407 -0.690 0.29
H 2.368 -0.036 -0.950 0.25
H 1.569 1.433 -0.424 0.21
```

Calculated values
2S+1 = 1
Total charge = 0
Structure (SMILES) = Cl[Si](Cl)(Cl)[C@H]1CO1
Molecular weight = 177.5 g/mol
ΔE to the lowest compared entry with this formula, charge and spin = 20.17 kJ/mol
LUMO level = 0.0149 Eh

5.
Below is 3 unconnected molecules or ions with the total composition C14H23NO8 in a non-equilibrium geometry, with properties calculated with ωB97M-V with the def2-TZVPD basis set.

The geometry in XYZ format:
```
46
Properties=species:S:1:pos:R:3:mulliken_charge:R:1
N 3.359 2.749 -1.250 -0.59
C 3.194 1.958 -2.478 -0.49
C 2.468 2.699 -3.597 -1.15
C 0.952 2.559 -3.628 0.53
C 0.430 1.127 -3.610 -0.66
O -0.977 1.337 -3.371 -0.40
C -0.934 2.078 -2.221 0.44
O -1.523 1.860 -1.269 -0.43
C 0.094 3.176 -2.515 -0.78
H 3.063 3.705 -1.374 0.25
H 2.895 2.330 -0.460 0.28
H 4.186 1.713 -2.843 0.32
H 2.729 1.017 -2.210 0.25
H 2.839 2.292 -4.530 0.42
H 2.772 3.739 -3.583 0.45
H 0.662 3.096 -4.523 0.31
H 0.662 0.517 -4.460 0.38
H 0.771 0.749 -2.650 0.18
H 0.572 3.614 -1.651 0.37
H -0.526 3.964 -2.932 0.30
C -2.399 -0.319 0.637 -1.03
C -3.724 -0.967 0.950 0.54
C -4.269 -0.634 2.317 -0.48
O -5.038 -1.801 2.637 -0.35
C -4.476 -2.846 1.972 0.63
O -4.720 -3.990 2.184 -0.54
O -3.597 -2.401 1.040 -0.35
H -2.078 -0.567 -0.370 0.30
H -2.467 0.764 0.718 0.40
H -1.632 -0.679 1.314 0.01
H -4.456 -0.744 0.169 0.29
H -4.897 0.254 2.321 0.32
H -3.482 -0.522 3.067 0.31
C 1.221 -2.529 4.441 -1.46
C 1.169 -2.824 2.961 0.49
C 2.508 -2.762 2.267 -0.53
O 2.145 -2.379 0.936 -0.34
C 0.990 -1.669 1.021 0.60
O 0.526 -1.019 0.141 -0.47
O 0.437 -1.807 2.255 -0.33
H 0.231 -2.624 4.887 0.36
H 1.898 -3.217 4.948 0.39
H 1.556 -1.506 4.616 0.36
H 0.672 -3.781 2.780 0.27
H 3.032 -3.716 2.264 0.31
H 3.164 -1.993 2.683 0.30
```

Calculated values
2S+1 = 1
Total charge = 0
Structure (SMILES) = NCC[C@H]1COC(=O)C1.C[C@@H]1COC(=O)O1.C[C@@H]1COC(=O)O1
Molecular weight = 333.3 g/mol
ΔE to the lowest compared entry with this formula, charge and spin = 69.66 kJ/mol
LUMO level = 0.0217 Eh

6.
Below is a molecular structure, C21H50AlClNO11 in a non-equilibrium geometry, with properties calculated with ωB97M-V with the def2-TZVPD basis set.

The geometry in XYZ format:
```
85
Properties=species:S:1:pos:R:3:mulliken_charge:R:1
N 6.427 0.488 -1.411 -0.30
C 6.550 -0.904 -1.853 -0.51
Al 4.775 -1.633 -2.529 0.21
Cl 3.952 -3.029 -0.960 -0.47
C 3.445 -0.092 -2.753 -0.41
C 2.589 -0.096 -1.545 0.16
O 2.921 0.446 -0.544 -0.61
O 1.418 -0.802 -1.622 -0.34
H 6.213 1.213 -2.063 0.13
H 6.543 0.733 -0.450 0.06
H 6.953 -1.505 -1.038 0.28
H 7.255 -0.957 -2.702 0.17
H 4.862 -2.421 -3.921 -0.29
H 2.831 -0.205 -3.649 0.42
H 3.947 0.872 -2.767 0.20
H 1.414 -1.310 -0.794 0.27
C -2.039 -3.613 -2.878 -0.77
O -2.367 -2.454 -2.147 -0.23
C -1.916 -1.271 -2.795 -0.41
C -2.654 -0.061 -2.267 -0.33
O -3.960 0.104 -2.819 -0.49
C -4.964 -0.785 -2.355 -0.53
C -5.440 -0.486 -0.948 -0.27
O -4.529 -1.008 0.006 -0.22
C -4.650 -0.379 1.260 -0.44
H -0.954 -3.712 -2.986 0.29
H -2.421 -4.474 -2.332 0.22
H -2.510 -3.591 -3.869 0.34
H -2.073 -1.349 -3.878 0.33
H -0.845 -1.161 -2.592 0.35
H -2.100 0.826 -2.579 0.40
H -2.683 -0.056 -1.177 0.13
H -4.649 -1.825 -2.458 0.19
H -5.811 -0.632 -3.030 0.39
H -6.414 -0.970 -0.781 0.21
H -5.546 0.598 -0.821 0.38
H -4.429 0.691 1.174 0.37
H -3.924 -0.827 1.936 0.25
H -5.656 -0.521 1.673 -0.06
C 11.264 5.071 -2.136 -0.77
O 11.063 4.357 -0.940 -0.25
C 9.687 4.098 -0.698 -0.58
C 9.516 2.967 0.294 -0.45
O 9.676 1.679 -0.277 -0.36
C 10.999 1.280 -0.598 -0.46
C 11.840 0.930 0.612 -0.58
O 12.344 2.104 1.235 -0.26
C 12.714 1.876 2.574 -0.78
H 10.768 6.048 -2.096 0.31
H 12.336 5.223 -2.260 0.23
H 10.890 4.502 -2.995 0.33
H 9.180 3.835 -1.634 0.36
H 9.237 5.013 -0.288 0.41
H 8.483 2.992 0.648 0.40
H 10.159 3.099 1.166 0.17
H 11.494 2.020 -1.230 0.20
H 10.880 0.372 -1.193 0.41
H 12.699 0.322 0.295 0.41
H 11.233 0.355 1.320 0.36
H 11.847 1.562 3.167 0.33
H 13.089 2.814 2.983 0.23
H 13.504 1.118 2.641 0.31
C -9.102 -3.664 1.635 -0.77
O -9.417 -2.498 2.365 -0.29
C -8.933 -1.326 1.731 -0.24
C -9.657 -0.102 2.249 -0.52
O -10.944 0.089 1.672 -0.47
C -11.977 -0.782 2.113 -0.39
C -12.476 -0.475 3.509 -0.57
O -11.599 -1.014 4.485 -0.25
C -11.742 -0.382 5.737 -0.78
H -8.017 -3.786 1.543 0.30
H -9.510 -4.517 2.174 0.24
H -9.556 -3.630 0.638 0.33
H -9.070 -1.397 0.645 0.36
H -7.861 -1.239 1.954 0.16
H -9.079 0.775 1.950 0.39
H -9.709 -0.100 3.339 0.21
H -11.682 -1.828 2.014 0.18
H -12.805 -0.611 1.420 0.39
H -13.464 -0.935 3.652 0.42
H -12.563 0.611 3.633 0.35
H -11.500 0.684 5.662 0.33
H -11.041 -0.847 6.428 0.24
H -12.760 -0.505 6.125 0.32
```

Calculated values
2S+1 = 1
Total charge = -1
Molecular weight = 555.1 g/mol
LUMO level = 0.0717 Eh

DFT total energy, respectively: -426.5504 -313.1470 -887.9872 -1823.4156 -1203.9434 -2415.1083 a.u..